w | {
  "formula": "C2H4NP",
  "method": "wB97M-V/def2-TZVPD",
  "mol_weight_g_mol": 73.03,
  "total_charge": 0,
  "gap_ha": [0.3140, 0.3179],
  "species": ["C", "C", "N", "P", "H", "H", "H", "H"],
  "coordinates": [[0.65, -1.02, -0.19], [-0.01, 0.22, -0.76], [-0.12, -1.96, -0.08], [-0.68, 1.48, 0.26], [1.71, -0.93, 0.34], [-0.53, -0.02, -1.65], [0.52, 1.49, 1.15], [-1.52, 0.74, 0.93]]
}



x | {
  "formula": "C2H4NP",
  "method": "wB97M-V/def2-TZVPD",
  "mol_weight_g_mol": 73.03,
  "smiles": "P[C@@H]1C=N1",
  "total_charge": 0,
  "gap_ha": 0.3716,
  "species": ["C", "C", "N", "P", "H", "H", "H", "H"],
  "coordinates": [[-0.39, -0.11, -0.40], [-1.70, 0.63, -0.18], [-1.40, -0.20, 0.70], [1.47, 0.32, -0.11], [-0.52, -0.87, -1.11], [-2.35, 1.03, -0.91], [1.58, -0.03, 1.33], [0.82, 1.56, 0.28]]
}



y | {
  "formula": "C2H4NP",
  "method": "wB97M-V/def2-TZVPD",
  "mol_weight_g_mol": 73.03,
  "smiles": "CC1=[PH]=N1",
  "total_charge": 0,
  "gap_ha": 0.3549,
  "species": ["C", "C", "N", "P", "H", "H", "H", "H"],
  "coordinates": [[-0.33, 0.33, -0.11], [1.08, 0.03, -0.32], [-1.36, 1.06, 0.17], [-1.90, -0.63, -0.04], [1.35, -0.71, -1.06], [1.56, -0.05, 0.71], [1.56, 0.91, -0.59], [-1.95, -0.95, 1.25]]
}



z | {
  "formula": "C2H4NP",
  "method": "wB97M-V/def2-TZVPD",
  "mol_weight_g_mol": 73.03,
  "smiles": "C=NC#[PH2]",
  "total_charge": 0,
  "gap_ha": 0.2919,
  "species": ["C", "C", "N", "P", "H", "H", "H", "H"],
  "coordinates": [[0.70, 0.28, 0.73], [-1.92, -0.46, -0.07], [-0.53, -0.12, 0.32], [2.12, -0.25, -0.15], [-2.36, 0.29, -0.69], [-2.47, -0.74, 0.83], [3.03, 0.77, 0.35], [1.42, 0.23, -1.32]]
}



Energies relative to the most stable structure are w 218.4; x 143.5; y 0.0; z 278.9, reported in kJ/mol.



w | {
  "formula": "C2H4NP",
  "method": "wB97M-V/def2-TZVPD",
  "mol_weight_g_mol": 73.03,
  "total_charge": 0,
  "gap_ha": [0.2453, 0.2454],
  "species": ["C", "C", "N", "P", "H", "H", "H", "H"],
  "coordinates": [[0.47, 0.66, -0.39], [0.34, -0.99, -0.16], [-0.67, 0.88, 0.33], [-1.60, 1.66, 1.28], [0.84, 1.64, -1.00], [0.17, -1.69, -0.89], [-0.57, -0.77, 0.34], [1.02, -1.40, 0.50]]
}



x | {
  "formula": "C2H4NP",
  "method": "wB97M-V/def2-TZVPD",
  "mol_weight_g_mol": 73.03,
  "total_charge": 0,
  "gap_ha": 0.3429,
  "species": ["C", "C", "N", "P", "H", "H", "H", "H"],
  "coordinates": [[0.83, -0.48, 1.29], [-0.78, 0.21, -1.73], [-1.82, 0.53, -1.36], [1.23, 0.81, 0.22], [0.77, -0.59, 2.41], [0.84, -1.56, 0.95], [1.34, 0.21, -1.14], [-2.41, 0.88, -0.64]]
}



Energies relative to the most stable structure are w 88.8; x 0.0, reported in kJ/mol.



w | {
  "formula": "C5H13N2O",
  "method": "wB97M-V/def2-TZVPD",
  "mol_weight_g_mol": 117.17,
  "smiles": "C[C@H](C=O)NCC[NH3+]",
  "total_charge": 1,
  "gap_ha": 0.3781,
  "species": ["N", "C", "C", "N", "C", "C", "C", "O", "H", "H", "H", "H", "H", "H", "H", "H", "H", "H", "H", "H", "H"],
  "coordinates": [[0.61, -1.38, 1.65], [0.47, 0.07, 2.08], [0.28, 1.00, 0.86], [0.81, 0.37, -0.34], [-0.42, 0.78, -2.55], [-0.12, -0.17, -1.38], [-1.38, -0.60, -0.66], [-1.54, -1.73, -0.29], [0.27, -2.04, 2.35], [1.61, -1.53, 1.50], [0.01, -1.57, 0.84], [1.37, 0.28, 2.65], [-0.32, 0.18, 2.83], [0.84, 1.91, 1.04], [-0.77, 1.25, 0.82], [1.48, 1.00, -0.76], [-0.44, 0.22, -3.47], [-1.37, 1.29, -2.41], [0.34, 1.56, -2.62], [0.39, -1.07, -1.69], [-2.12, 0.19, -0.45]]
}



x | {
  "formula": "C5H13N2O",
  "method": "wB97M-V/def2-TZVPD",
  "mol_weight_g_mol": 117.17,
  "total_charge": 1,
  "gap_ha": 0.1364,
  "species": ["N", "C", "C", "N", "C", "C", "C", "O", "H", "H", "H", "H", "H", "H", "H", "H", "H", "H", "H", "H", "H"],
  "coordinates": [[5.20, -0.38, -0.67], [1.71, -0.27, 1.10], [0.36, -0.02, 1.43], [-0.96, 0.55, 0.29], [-1.88, 1.62, 0.14], [-0.74, -0.28, -0.86], [-2.03, -0.79, -0.33], [-3.10, -0.53, -1.00], [6.06, -0.64, -0.28], [5.01, -0.61, -1.64], [4.43, -0.03, -0.07], [2.30, 0.69, 1.03], [2.00, -1.33, 0.99], [-0.34, -0.85, 1.67], [0.21, 0.86, 2.10], [-2.83, 1.28, -0.36], [-1.33, 2.44, -0.42], [-2.20, 1.97, 1.16], [0.17, -0.80, -0.79], [-0.90, 0.22, -1.81], [-1.95, -1.75, 0.21]]
}



y | {
  "formula": "C5H13N2O",
  "method": "wB97M-V/def2-TZVPD",
  "mol_weight_g_mol": 117.17,
  "total_charge": 1,
  "gap_ha": 0.2129,
  "species": ["N", "C", "C", "N", "C", "C", "C", "O", "H", "H", "H", "H", "H", "H", "H", "H", "H", "H", "H", "H", "H"],
  "coordinates": [[3.06, 0.22, 1.18], [1.77, -0.04, 1.73], [0.60, 0.58, 0.98], [-0.32, -0.34, 0.52], [-2.66, -0.64, -0.30], [-1.33, 0.11, -0.42], [-0.83, 0.24, -1.86], [0.55, 1.75, 0.73], [2.02, -0.53, -0.70], [3.10, 1.21, 0.92], [3.09, -0.29, 0.23], [1.74, 0.35, 2.75], [1.59, -1.12, 1.74], [0.02, -1.28, 0.31], [-2.93, -0.78, 0.75], [-2.56, -1.58, -0.85], [-3.39, -0.06, -0.84], [-1.51, 1.17, -0.19], [-1.56, 0.78, -2.45], [-0.50, -0.68, -2.35], [0.04, 0.90, -1.89]]
}



Energies relative to the most stable structure are w 0.0; x 781.2; y 478.7, reported in kJ/mol.